# 1
The following is a quantum chemistry calculation of the molecule C5H9N, from the Open Molecules 2025 dataset.

## Properties
HOMO (alpha / beta) (eV): -6.955 / -6.956
E_LUMO (alpha / beta) (Ha): 0.0319 / 0.0319
Energy above the lowest of the compared OMol25 structures with the same formula, charge and spin (kcal per mole): 87.2
E_tot (Ha): -250.527921
HOMO-LUMO gap (alpha / beta) (eV): 7.8246 / 7.8239

Last column: Mulliken charge in e.
Element x y z (Å)
C (-0.338, -1.700, -0.024)  -0.4960
C (1.104, -1.341, 0.167)  -0.7094
C (0.036, -0.436, 0.703)  -0.1594
N (-0.216, 0.851, 0.058)  0.0819
C (0.604, 1.372, -0.874)  -0.8038
C (-1.315, 1.561, 0.340)  -0.6450
H (-0.746, -1.589, -1.024)  0.2606
H (-0.760, -2.514, 0.560)  0.2482
H (1.696, -1.898, 0.888)  0.2336
H (1.644, -1.002, -0.710)  0.3169
H (-0.125, -0.407, 1.777)  0.4198
H (1.675, 1.422, -0.722)  0.3042
H (0.125, 1.920, -1.671)  0.3388
H (-2.280, 1.083, 0.449)  0.2645
H (-1.213, 2.636, 0.329)  0.3453

---

# 2
The following is a quantum chemistry calculation of the molecule C5H9N, from the Open Molecules 2025 dataset.

## Properties
HOMO (eV): -11.454
E_LUMO (Ha): 0.0281
Energy above the lowest of the compared OMol25 structures with the same formula, charge and spin (kcal per mole): 4.7
E_tot (Ha): -250.659443
SMILES: CC(C)(C)C#N
HOMO-LUMO gap (eV): 12.2192

Last column: Mulliken charge in e.
Element x y z (Å)
C (1.267, -0.698, -0.193)  -1.5757
C (-0.036, 0.057, 0.187)  1.7525
C (-0.013, 1.493, -0.357)  -1.5541
C (-1.260, -0.758, -0.326)  -1.4510
C (-0.101, 0.066, 1.667)  -0.0382
N (-0.107, 0.008, 2.820)  -0.4935
H (2.151, -0.223, 0.239)  0.3968
H (1.291, -1.740, 0.158)  0.3974
H (1.429, -0.750, -1.277)  0.3611
H (0.914, 1.987, -0.054)  0.3818
H (-0.868, 2.094, -0.024)  0.3613
H (-0.054, 1.434, -1.450)  0.3908
H (-0.870, -1.758, -0.360)  0.4019
H (-1.580, -0.452, -1.332)  0.3237
H (-2.162, -0.758, 0.302)  0.3453

---

# 3
The following is a quantum chemistry calculation of the molecule C5H9N, from the Open Molecules 2025 dataset.

## Properties
HOMO (eV): -9.010
E_LUMO (Ha): 0.0299
Energy above the lowest of the compared OMol25 structures with the same formula, charge and spin (kcal per mole): 59.2
E_tot (Ha): -250.572577
SMILES: C=N/C=C/CC
HOMO-LUMO gap (eV): 9.8237

Last column: Mulliken charge in e.
Element x y z (Å)
C (-1.155, 2.279, 1.052)  -0.4320
N (0.140, 2.380, 1.165)  -0.4401
C (0.801, 1.052, 1.018)  -0.0789
C (0.291, 0.183, 0.153)  -0.4124
C (0.611, -1.290, -0.140)  -0.3860
C (-0.055, -1.664, -1.520)  -1.1498
H (-1.482, 1.199, 1.269)  0.3478
H (-1.856, 3.085, 0.721)  0.2574
H (1.738, 0.965, 1.620)  0.3506
H (-0.519, 0.548, -0.538)  0.3481
H (1.650, -1.694, -0.093)  0.3564
H (0.115, -1.933, 0.650)  0.2283
H (0.261, -2.673, -1.727)  0.3550
H (0.567, -1.049, -2.135)  0.2866
H (-1.108, -1.387, -1.495)  0.3690

---

# 4
The following is a quantum chemistry calculation of the molecule C5H9N, from the Open Molecules 2025 dataset.

## Properties
HOMO (eV): -11.191
E_LUMO (Ha): 0.0278
Energy above the lowest of the compared OMol25 structures with the same formula, charge and spin (kcal per mole): 13.0
E_tot (Ha): -250.646146
SMILES: CC(C)(C)C#N
HOMO-LUMO gap (eV): 11.9469

Last column: Mulliken charge in e.
Element x y z (Å)
C (0.820, 0.449, 1.144)  -1.4408
C (-0.073, 0.062, -0.107)  1.6910
C (-1.368, -0.560, 0.341)  -1.4649
C (0.776, -0.635, -1.151)  -1.5316
C (-0.406, 1.414, -0.688)  0.0254
N (-0.693, 2.551, -0.928)  -0.5355
H (1.643, 1.028, 0.711)  0.3838
H (1.217, -0.459, 1.658)  0.3600
H (0.294, 1.009, 1.868)  0.3970
H (-1.828, -0.050, 1.206)  0.3589
H (-2.198, -0.537, -0.426)  0.3391
H (-1.215, -1.687, 0.533)  0.3229
H (1.241, -1.536, -0.656)  0.3447
H (0.185, -1.014, -1.979)  0.3719
H (1.605, -0.035, -1.528)  0.3782

---

# 5
The following is a quantum chemistry calculation of the molecule C5H9N, from the Open Molecules 2025 dataset.

## Properties
HOMO (eV): -9.241
E_LUMO (Ha): 0.0348
Energy above the lowest of the compared OMol25 structures with the same formula, charge and spin (kcal per mole): 58.5
E_tot (Ha): -250.573673
SMILES: C=C=NCCC
HOMO-LUMO gap (eV): 10.1879

Last column: Mulliken charge in e.
Element x y z (Å)
C (-0.337, -2.242, -1.991)  -0.7279
C (0.705, -1.612, -1.496)  0.5855
N (1.365, -0.864, -0.770)  -0.5947
C (0.231, -0.352, 0.165)  -0.4492
C (0.272, 0.691, 1.295)  -0.3257
C (-0.083, 2.119, 0.874)  -1.1763
H (-0.937, -1.758, -2.756)  0.2843
H (-0.687, -3.172, -1.553)  0.2759
H (-0.506, 0.008, -0.552)  0.2765
H (-0.099, -1.291, 0.605)  0.2957
H (-0.543, 0.366, 1.967)  0.2432
H (1.185, 0.656, 1.898)  0.3440
H (-1.043, 2.129, 0.338)  0.3228
H (-0.194, 2.759, 1.759)  0.3496
H (0.670, 2.562, 0.217)  0.2962

---

# 6
The following is a quantum chemistry calculation of the molecule C5H9N, from the Open Molecules 2025 dataset.

## Properties
HOMO (eV): -6.131
E_LUMO (Ha): -0.0540
Energy above the lowest of the compared OMol25 structures with the same formula, charge and spin (kcal per mole): 160.6
E_tot (Ha): -250.411069
HOMO-LUMO gap (eV): 4.6608

Last column: Mulliken charge in e.
Element x y z (Å)
C (1.870, -1.019, -0.775)  -0.8100
C (1.254, -0.126, 0.247)  -0.3562
C (0.207, 1.019, -0.226)  -0.5607
C (-0.850, 1.202, 0.734)  -0.0867
N (-2.027, 0.605, 0.585)  -0.4228
C (-2.242, -0.641, 0.261)  -0.2557
H (1.538, -1.964, -1.206)  0.2671
H (2.783, -0.681, -1.305)  0.2516
H (1.685, 0.223, 1.177)  0.3489
H (-0.221, 0.582, -1.132)  0.3017
H (0.661, -1.058, 0.325)  0.1052
H (0.683, 2.001, -0.421)  0.3457
H (-0.749, 2.099, 1.344)  0.3977
H (-1.365, -1.264, 0.410)  0.1921
H (-3.227, -0.977, -0.017)  0.2820

---

# 7
The following is a quantum chemistry calculation of the ion C5H9N2 with charge +1, from the Open Molecules 2025 dataset.

## Properties
HOMO (eV): -13.593
E_LUMO (Ha): -0.1662
Energy above the lowest of the compared OMol25 structures with the same formula, charge and spin (kcal per mole): 110.3
Net charge: +1
E_tot (Ha): -305.054310
SMILES: C/N=C/CC=C=[NH2+]
HOMO-LUMO gap (eV): 9.0718

Last column: Mulliken charge in e.
Element x y z (Å)
C (0.790, -0.366, 2.196)  -0.9355
N (0.014, -0.196, 0.929)  -0.3537
C (-0.767, 0.817, 0.726)  -0.0334
C (-1.544, 0.893, -0.559)  -0.3372
C (-0.748, 0.121, -1.685)  -0.3896
C (0.301, -0.613, -1.663)  0.3412
N (1.350, -1.241, -1.569)  -0.1994
H (1.758, 0.060, 2.306)  0.3397
H (0.166, 0.254, 2.886)  0.3337
H (0.878, -1.326, 2.522)  0.3358
H (-0.625, 1.836, 1.283)  0.3394
H (-1.581, 1.853, -1.156)  0.3009
H (-2.554, 0.502, -0.401)  0.2988
H (-1.028, 0.395, -2.719)  0.3469
H (1.382, -2.173, -1.150)  0.3075
H (2.207, -0.815, -1.946)  0.3048

---

# 8
The following is a quantum chemistry calculation of the ion C5H9N2 with charge +1, from the Open Molecules 2025 dataset.

## Properties
HOMO (eV): -14.090
E_LUMO (Ha): -0.1659
Energy above the lowest of the compared OMol25 structures with the same formula, charge and spin (kcal per mole): 128.9
Net charge: +1
E_tot (Ha): -305.024558
SMILES: CN1C(=[NH2+])C12CC2
HOMO-LUMO gap (eV): 9.5748

Last column: Mulliken charge in e.
Element x y z (Å)
C (0.659, 0.012, 1.921)  -0.8510
N (1.034, -0.131, 0.549)  -0.3833
C (0.269, 1.029, -0.581)  0.1649
N (0.437, 2.271, -0.750)  -0.2530
C (-0.009, -0.325, -0.432)  0.7424
C (-1.303, -1.124, -0.437)  -0.5017
C (-0.241, -1.456, -1.414)  -0.5543
H (1.354, 0.689, 2.418)  0.3042
H (0.777, -0.980, 2.371)  0.3434
H (-0.373, 0.342, 2.081)  0.3497
H (-0.100, 2.778, -1.456)  0.2930
H (1.133, 2.802, -0.222)  0.3063
H (-2.198, -0.623, -0.773)  0.2520
H (-1.441, -1.766, 0.421)  0.2615
H (0.375, -2.327, -1.245)  0.2448
H (-0.372, -1.190, -2.451)  0.2812

---

# 9
The following is a quantum chemistry calculation of the ion C5H9N2 with charge +1, from the Open Molecules 2025 dataset.

## Properties
HOMO (eV): -14.785
E_LUMO (Ha): -0.2178
Energy above the lowest of the compared OMol25 structures with the same formula, charge and spin (kcal per mole): 118.6
Net charge: +1
E_tot (Ha): -305.041095
SMILES: CC=[N+]=N/C=C/C
HOMO-LUMO gap (eV): 8.8572

Last column: Mulliken charge in e.
Element x y z (Å)
C (-2.984, -0.627, -0.075)  -0.9732
C (-2.015, 0.432, -0.602)  0.1196
N (-0.921, 0.767, -0.070)  0.2969
N (-0.271, 1.265, 0.839)  -0.3326
C (1.027, 0.816, 1.025)  -0.1564
C (1.569, 0.165, 0.003)  0.1874
C (2.958, -0.413, -0.095)  -1.1506
H (-2.883, -0.884, 0.935)  0.3665
H (-4.098, -0.262, -0.160)  0.3094
H (-2.996, -1.501, -0.684)  0.3141
H (-2.199, 0.667, -1.697)  0.3320
H (1.571, 1.132, 1.881)  0.4296
H (0.990, 0.010, -0.938)  0.2816
H (3.383, -0.453, -1.142)  0.3159
H (3.144, -1.321, 0.302)  0.3513
H (3.724, 0.209, 0.478)  0.3086

---

# 10
The following is a quantum chemistry calculation of the ion C5H9N2 with charge +1, from the Open Molecules 2025 dataset.

## Properties
HOMO (eV): -14.886
E_LUMO (Ha): -0.1832
Energy above the lowest of the compared OMol25 structures with the same formula, charge and spin (kcal per mole): 156.2
Net charge: +1
E_tot (Ha): -304.981064
SMILES: C=[N+](C)C12CN1C2
HOMO-LUMO gap (eV): 9.9000

Last column: Mulliken charge in e.
Element x y z (Å)
C (-0.652, -0.628, 1.198)  -0.2377
N (-0.344, -0.712, -0.032)  0.2280
C (-0.739, -1.786, -0.840)  -0.9348
C (0.489, 0.445, -0.399)  0.0349
C (-0.157, 1.791, -0.479)  -0.4128
N (0.395, 1.326, 0.813)  -0.3657
C (1.728, 0.862, 0.396)  -0.3378
H (-1.201, -1.445, 1.580)  0.3588
H (-0.682, 0.216, 1.987)  0.3610
H (-0.151, -1.628, -1.696)  0.3878
H (-0.450, -2.709, -0.411)  0.4275
H (-1.741, -1.804, -1.262)  0.3310
H (0.289, 2.504, -0.986)  0.3121
H (-1.245, 2.046, -0.508)  0.2155
H (2.222, 0.065, 0.916)  0.2840
H (2.240, 1.455, -0.276)  0.3482

---

# 11
The following is a quantum chemistry calculation of a cluster of 2 separate species, C5H9N2 in total, from the Open Molecules 2025 dataset.

## Properties
HOMO (eV): -14.013
E_LUMO (Ha): -0.1180
Energy above the lowest of the compared OMol25 structures with the same formula, charge and spin (kcal per mole): 111.9
Net charge: +1
E_tot (Ha): -305.051713
HOMO-LUMO gap (eV): 10.8012

Last column: Mulliken charge in e.
Element x y z (Å)
C (-0.983, -2.055, -1.263)  -0.2530
C (-1.272, -0.977, -1.999)  -0.2109
C (0.797, -0.249, 1.216)  0.1124
C (0.011, -1.034, -1.326)  -0.3085
C (-0.109, 1.625, -0.089)  -1.1854
N (0.216, 0.287, 0.201)  -0.2573
N (1.123, 0.438, 2.319)  -0.3807
H (-1.234, -2.978, -0.900)  0.4585
H (-1.893, -0.485, -2.685)  0.4392
H (1.144, -1.219, 1.185)  0.4294
H (0.985, -0.964, -1.651)  0.4502
H (-0.226, 1.884, -1.129)  0.3305
H (-1.029, 2.056, 0.347)  0.3939
H (0.554, 2.372, 0.207)  0.4923
H (1.216, -0.038, 3.175)  0.2625
H (0.699, 1.337, 2.392)  0.2269

---

# 12
The following is a quantum chemistry calculation of a cluster of 2 separate species, C5H9N2 in total, from the Open Molecules 2025 dataset.

## Properties
HOMO (alpha / beta) (eV): -15.266 / -15.337
E_LUMO (alpha / beta) (Ha): -0.2498 / -0.1686
Energy above the lowest of the compared OMol25 structures with the same formula, charge and spin (kcal per mole): 239.3
Net charge: +1
E_tot (Ha): -304.848690
HOMO-LUMO gap (alpha / beta) (eV): 8.4697 / 10.7500

Last column: Mulliken charge in e.
Element x y z (Å)
C (-1.164, 0.633, -0.768)  -0.1071
C (0.176, -1.193, 0.143)  -0.7914
C (-1.674, 0.272, 0.470)  -0.2440
C (0.678, 0.232, 0.636)  0.4052
C (1.851, 0.546, -0.320)  -1.1177
N (-1.132, -0.818, -0.339)  -0.0007
N (-0.490, 1.027, 0.452)  -0.2296
H (-1.183, 1.150, -1.677)  0.4205
H (0.670, -1.686, -0.595)  0.4060
H (0.146, -1.998, 0.851)  0.3165
H (-3.483, 0.821, 1.857)  0.2940
H (1.148, 0.395, 1.695)  0.3736
H (1.332, 0.721, -1.340)  0.2427
H (2.679, -0.170, -0.216)  0.3581
H (2.202, 1.559, 0.017)  0.3528
H (-1.756, -1.490, -0.865)  0.3211

---

# 13
The following is a quantum chemistry calculation of the ion C5H9N2 with charge +1, from the Open Molecules 2025 dataset.

## Properties
HOMO (alpha / beta) (eV): -11.906 / -11.906
E_LUMO (alpha / beta) (Ha): -0.1692 / -0.1692
Energy above the lowest of the compared OMol25 structures with the same formula, charge and spin (kcal per mole): 119.8
Net charge: +1
E_tot (Ha): -305.039166
HOMO-LUMO gap (alpha / beta) (eV): 7.3015 / 7.3034

Last column: Mulliken charge in e.
Element x y z (Å)
C (-0.167, 0.318, 0.307)  -0.0300
C (-1.623, -1.169, -0.863)  -0.3505
C (2.302, 0.015, -0.108)  0.5225
C (3.680, -0.316, 0.170)  -0.9593
C (-2.603, 0.586, 0.387)  -0.8171
N (1.103, 0.003, 0.061)  -0.1310
N (-1.448, -0.147, -0.057)  0.0220
H (-0.225, 1.220, 0.926)  0.2293
H (-2.652, -1.219, -1.299)  0.2866
H (-0.729, -1.560, -1.228)  0.3016
H (3.906, -1.337, -0.263)  0.2874
H (4.068, -0.102, 1.162)  0.3100
H (4.312, 0.328, -0.486)  0.3226
H (-3.036, 1.007, -0.501)  0.3750
H (-3.199, -0.197, 0.758)  0.3849
H (-2.205, 1.371, 1.089)  0.2460

---

# 14
The following is a quantum chemistry calculation of the ion C5H9N2O with charge +1, from the Open Molecules 2025 dataset.

## Properties
HOMO (eV): -14.007
E_LUMO (Ha): -0.1316
Energy above the lowest of the compared OMol25 structures with the same formula, charge and spin (kcal per mole): 28.9
Net charge: +1
E_tot (Ha): -380.405716
SMILES: C[C@@]1(C=O)CNC=[NH+]1
HOMO-LUMO gap (eV): 10.4260

Last column: Mulliken charge in e.
Element x y z (Å)
C (1.268, -0.417, -1.104)  -1.2408
C (-0.287, -0.409, -0.138)  0.6537
C (-0.817, -1.815, -0.301)  -0.1865
O (-1.782, -2.059, -0.959)  -0.4213
C (-0.035, 0.120, 1.281)  -0.6145
N (-0.829, 1.342, 1.301)  -0.0891
C (-1.462, 1.507, 0.168)  -0.1585
N (-1.181, 0.573, -0.702)  -0.0859
H (1.613, 0.608, -1.122)  0.3818
H (1.025, -0.787, -2.089)  0.4041
H (1.938, -1.075, -0.575)  0.4012
H (-0.220, -2.584, 0.214)  0.3859
H (-0.383, -0.575, 2.052)  0.3447
H (1.018, 0.343, 1.469)  0.3225
H (-0.909, 1.921, 2.121)  0.2140
H (-2.128, 2.335, -0.023)  0.4453
H (-1.629, 0.427, -1.594)  0.2433

---

Calculated values (eV/A) of largest force on an atom for the records, taken in order: 0.4; 0.9; 2.9; 5.2; 0.7; 5.3; 5.1; 4.0; 4.9; 5.0; 3.9; 3.9; 4.9; 4.0.